[1]
The following is a DFT calculation (ωB97M-V with the def2-TZVPD basis set) of a molecular structure, C34H47BFeN11O2S4.

Positions of all 100 atoms, in Å:
Fe 1.262 0.109 0.083
N 0.206 -0.142 2.052
C 0.395 0.995 2.950
C 0.027 0.625 4.397
C 0.099 1.696 5.486
C -0.676 2.974 5.180
N 0.076 3.730 4.188
C -0.415 4.628 3.373
N -1.672 5.096 3.505
N 0.346 5.075 2.365
C 1.837 1.503 2.738
O 2.195 2.544 3.348
O 2.530 0.857 1.926
H -0.769 -0.414 1.980
H 0.705 -0.952 2.409
H -0.267 1.791 2.596
H 0.661 -0.213 4.700
H -0.997 0.236 4.365
H 1.138 1.964 5.688
H -0.301 1.267 6.405
H -0.802 3.561 6.094
H -1.673 2.731 4.794
H 1.013 3.300 3.907
H -2.149 4.978 4.381
H -1.985 5.844 2.907
H 1.172 4.541 2.130
H -0.067 5.635 1.637
C 2.278 -2.908 -2.671
N 0.836 -2.751 -2.673
C 0.020 -2.851 -3.778
C -1.246 -2.695 -3.331
N -1.209 -2.506 -1.966
B -2.533 -2.562 -1.131
N -2.637 -1.546 0.069
C -3.331 -1.895 1.207
C -3.515 -0.791 1.961
N -2.905 0.248 1.278
C -2.937 1.644 1.654
C -2.373 -0.235 0.120
S -1.421 0.679 -0.959
C 0.072 -2.532 -1.579
S 0.689 -2.328 0.012
H 2.653 -2.673 -3.664
H 2.547 -3.931 -2.408
H 2.716 -2.233 -1.941
H 0.411 -3.028 -4.763
H -2.181 -2.719 -3.861
H -3.422 -2.308 -1.909
H -2.649 -3.656 -0.639
H -3.640 -2.911 1.374
H -4.018 -0.644 2.900
H -3.003 1.720 2.739
H -3.797 2.145 1.206
H -2.029 2.127 1.293
S 1.382 2.720 -0.121
C 0.929 2.998 -1.696
N 0.658 4.203 -2.183
C 0.105 4.360 -3.528
C -0.843 3.220 -3.797
N -0.140 1.960 -3.598
C -0.607 0.839 -4.419
C -0.151 0.963 -5.850
C 1.206 1.063 -6.149
C 1.624 1.173 -7.465
C 0.692 1.181 -8.496
C -0.659 1.079 -8.204
C -1.078 0.975 -6.884
C 0.780 1.829 -2.659
S 1.720 0.474 -2.447
C 0.777 5.400 -1.364
C -0.547 5.820 -0.761
C -1.507 4.872 -0.402
C -2.694 5.276 0.192
C -2.930 6.622 0.449
C -1.978 7.568 0.094
C -0.797 7.167 -0.519
H 0.909 4.385 -4.269
H -0.431 5.307 -3.561
H -1.186 3.252 -4.830
H -1.712 3.261 -3.132
H -1.698 0.846 -4.359
H -0.254 -0.077 -3.953
H 1.935 1.042 -5.346
H 2.680 1.247 -7.691
H 1.020 1.264 -9.523
H -1.389 1.084 -9.003
H -2.136 0.895 -6.657
H 1.191 6.203 -1.977
H 1.500 5.173 -0.580
H -1.334 3.817 -0.586
H -3.441 4.535 0.447
H -3.863 6.935 0.901
H -2.162 8.619 0.272
H -0.063 7.911 -0.808
C 5.797 -0.445 1.157
C 4.539 -0.528 0.436
N 3.546 -0.567 -0.133
H 6.407 0.353 0.738
H 6.333 -1.390 1.085
H 5.585 -0.222 2.201

Computed properties:
* orbital gap (alpha / beta): 6.2 / 6.5 eV
* E_LUMO (alpha / beta): -3.0 / -3.1 eV
* total charge: +1
* energy above the lowest of the compared OMol25 structures with the same formula, charge and spin: 5.17 kcal per mole
* spin multiplicity: 5
* E_HOMO (alpha / beta): -0.3412 / -0.3529 hartree

Löwdin population analysis, charges in e, atoms 1 to 99:
1 Fe 0.292
2 N -0.006
3 C -0.291
4 C -0.126
5 C -0.166
6 C -0.165
7 N 0.082
8 C -0.438
9 N 0.214
10 N 0.226
11 C -0.637
12 O -0.015
13 O -0.095
14 H 0.064
15 H 0.081
16 H 0.120
17 H 0.130
18 H 0.116
19 H 0.121
20 H 0.120
21 H 0.126
22 H 0.114
23 H 0.077
24 H 0.113
25 H 0.099
26 H 0.087
27 H 0.084
28 C -0.051
29 N -0.132
30 C -0.051
31 C -0.066
32 N -0.006
33 B -0.425
34 N -0.004
35 C -0.053
36 C -0.049
37 N -0.141
38 C -0.048
39 C -0.718
40 S 0.694
41 C -0.716
42 S 0.664
43 H 0.094
44 H 0.100
45 H 0.023
46 H 0.125
47 H 0.120
48 H 0.078
49 H 0.078
50 H 0.123
51 H 0.119
52 H 0.085
53 H 0.094
54 H 0.042
55 S 0.824
56 C -0.661
57 N -0.102
58 C -0.081
59 C -0.093
60 N -0.102
61 C -0.128
62 C -0.214
63 C -0.036
64 C -0.072
65 C -0.080
66 C -0.074
67 C -0.042
68 C -0.740
69 S 0.766
70 C -0.120
71 C -0.226
72 C -0.051
73 C -0.078
74 C -0.094
75 C -0.070
76 C -0.039
77 H 0.146
78 H 0.140
79 H 0.140
80 H 0.134
81 H 0.134
82 H 0.071
83 H 0.091
84 H 0.107
85 H 0.106
86 H 0.107
87 H 0.115
88 H 0.140
89 H 0.087
90 H 0.075
91 H 0.101
92 H 0.110
93 H 0.111
94 H 0.121
95 C -0.028
96 C -0.198
97 N 0.121
98 H 0.093
99 H 0.091

=====

[2]
The following is a DFT calculation (ωB97M-V with the def2-TZVPD basis set) of a molecular structure, C25H52F3INNbO9P in a non-equilibrium geometry.

Positions of all 93 atoms, in Å:
C -0.077 5.440 1.288
C 0.263 4.825 -0.054
O 1.472 4.099 -0.093
C 1.611 3.075 0.872
C 0.495 2.033 0.837
O 0.874 0.912 1.580
Nb 0.594 -0.998 0.936
C 1.050 -0.503 -1.262
C 2.213 0.469 -1.410
O 1.786 1.627 -2.145
C -1.648 -0.820 0.528
C -2.502 0.339 1.077
C -2.358 0.753 2.541
I -4.002 0.037 3.734
C 2.790 -1.458 1.313
C 3.239 -2.735 2.067
C 3.725 -2.473 3.496
C 3.838 -3.723 4.367
C 2.535 -4.461 4.650
N 1.884 -3.993 5.890
C 0.375 -3.148 0.297
C -0.474 -3.442 -0.960
C -1.433 -4.611 -0.705
C -2.260 -5.049 -1.909
C -3.160 -3.978 -2.470
O -4.258 -3.803 -1.554
C -5.014 -2.693 -1.867
C -4.587 -1.446 -1.150
O -5.947 -2.764 -2.651
P 0.131 -1.872 3.357
O 0.468 -0.622 4.402
O -1.496 -2.194 3.596
H 0.692 6.130 1.630
H -0.205 4.692 2.069
H -1.019 5.979 1.218
H -0.572 4.211 -0.404
H 0.363 5.631 -0.778
H 1.697 3.468 1.889
H 2.558 2.584 0.659
H -0.388 2.497 1.297
H 0.227 1.845 -0.207
H 1.273 -1.423 -1.801
H 0.176 -0.049 -1.731
H 2.586 0.808 -0.441
H 3.059 -0.012 -1.907
H 2.189 2.405 -1.763
H -2.137 -1.771 0.775
H -1.717 -0.758 -0.562
H -2.314 1.223 0.464
H -3.558 0.123 0.910
H -2.457 1.832 2.620
H -1.415 0.484 2.997
H 3.191 -0.609 1.879
H 3.346 -1.458 0.372
H 2.487 -3.523 2.096
H 4.095 -3.168 1.540
H 4.747 -2.093 3.402
H 3.154 -1.687 3.991
H 4.562 -4.424 3.950
H 4.221 -3.403 5.337
H 1.830 -4.393 3.822
H 2.761 -5.521 4.772
H 1.224 -3.264 5.644
H 1.354 -4.762 6.275
H -0.004 -3.737 1.139
H 1.384 -3.526 0.123
H 0.205 -3.789 -1.744
H -0.992 -2.572 -1.354
H -0.793 -5.446 -0.415
H -2.060 -4.389 0.158
H -1.604 -5.455 -2.677
H -2.924 -5.850 -1.581
H -3.575 -4.309 -3.425
H -2.641 -3.032 -2.628
H -5.228 -0.626 -1.452
H -3.560 -1.227 -1.437
H -4.611 -1.579 -0.073
H 0.488 0.228 3.944
H -1.909 -2.488 2.780
C 0.961 4.340 -3.630
C 1.226 5.746 -4.115
O 0.628 5.990 -5.409
C -0.662 6.264 -5.411
O -1.388 6.350 -4.468
C -1.127 6.520 -6.856
F -0.671 5.586 -7.690
F -0.675 7.707 -7.278
F -2.450 6.533 -6.929
H 1.299 3.608 -4.363
H 1.483 4.167 -2.693
H -0.102 4.171 -3.460
H 2.291 5.905 -4.263
H 0.872 6.494 -3.406

Computed properties:
* orbital gap: 5.9 eV
* E_LUMO: 2.0 eV
* total charge: -1
* E_HOMO: -0.1443 hartree

Just the Löwdin charges please, in e? Sure, here they are:
1 C -0.074
2 C -0.279
3 O -0.157
4 C -0.200
5 C -0.319
6 O -0.401
7 Nb 1.728
8 C -0.287
9 C -0.354
10 O -0.099
11 C -0.347
12 C -0.402
13 C -0.647
14 I 0.751
15 C -0.331
16 C -0.334
17 C -0.247
18 C -0.219
19 C -0.310
20 N -0.010
21 C -0.363
22 C -0.310
23 C -0.222
24 C -0.179
25 C -0.188
26 O -0.040
27 C -0.495
28 C 0.018
29 O 0.104
30 P 0.703
31 O -0.381
32 O -0.445
33 H 0.081
34 H 0.065
35 H 0.079
36 H 0.120
37 H 0.110
38 H 0.122
39 H 0.117
40 H 0.099
41 H 0.106
42 H 0.035
43 H 0.040
44 H 0.066
45 H 0.102
46 H 0.042
47 H 0.030
48 H 0.012
49 H 0.088
50 H 0.033
51 H 0.023
52 H -0.007
53 H 0.036
54 H 0.038
55 H 0.050
56 H 0.096
57 H 0.102
58 H 0.091
59 H 0.099
60 H 0.098
61 H 0.062
62 H 0.098
63 H 0.017
64 H 0.046
65 H 0.025
66 H 0.035
67 H 0.103
68 H 0.055
69 H 0.110
70 H 0.107
71 H 0.115
72 H 0.115
73 H 0.125
74 H 0.117
75 H 0.091
76 H 0.071
77 H 0.087
78 H -0.001
79 H -0.009
80 C -0.053
81 C -0.182
82 O 0.037
83 C -0.413
84 O 0.172
85 C -0.562
86 F 0.170
87 F 0.164
88 F 0.176
89 H 0.091
90 H 0.057
91 H 0.088
92 H 0.125
93 H 0.120

=====

[3]
The following is a DFT calculation (ωB97M-V with the def2-TZVPD basis set) of a molecular structure, C31H28ClNiO8.

Positions of all 69 atoms, in Å:
Ni 0.896 -0.161 -0.300
C -2.948 1.482 4.262
C -1.779 0.528 4.153
C -1.482 -0.157 5.480
O -0.599 1.218 3.729
C -0.158 0.719 2.458
C -0.797 -0.696 2.537
O -2.059 -0.417 3.145
C -0.887 -1.780 1.386
O -0.450 -1.339 0.152
C -2.332 -2.290 1.260
C -3.014 -2.866 2.332
C -4.313 -3.324 2.188
C -4.960 -3.217 0.960
C -4.286 -2.660 -0.114
C -2.978 -2.206 0.036
C 0.056 -2.944 1.775
C 1.381 -2.637 2.094
C 2.322 -3.627 2.312
C 1.955 -4.966 2.225
C 0.645 -5.287 1.910
C -0.295 -4.284 1.684
C -0.342 1.844 1.376
O 0.173 1.459 0.150
C -1.808 2.235 1.127
C -2.291 3.538 1.165
C -3.623 3.818 0.866
C -4.490 2.798 0.508
C -4.003 1.498 0.416
C -2.678 1.232 0.708
C 0.504 3.014 1.934
C 0.160 3.745 3.073
C 0.986 4.749 3.556
C 2.187 5.038 2.919
C 2.544 4.314 1.792
C 1.707 3.314 1.307
H -2.751 2.214 5.048
H -3.850 0.924 4.516
H -3.106 1.999 3.317
H -1.142 0.585 6.204
H -0.698 -0.905 5.363
H -2.384 -0.641 5.859
H 0.930 0.600 2.519
H -0.179 -1.161 3.310
H -2.523 -2.948 3.295
H -4.826 -3.761 3.036
H -5.978 -3.570 0.847
H -4.776 -2.576 -1.078
H -2.436 -1.774 -0.795
H 1.695 -1.600 2.144
H 3.346 -3.354 2.535
H 2.687 -5.746 2.394
H 0.346 -6.325 1.825
H -1.307 -4.560 1.419
H -1.631 4.355 1.424
H -3.975 4.842 0.908
H -5.527 3.014 0.281
H -4.654 0.686 0.109
H -2.306 0.229 0.590
H -0.761 3.521 3.593
H 0.693 5.304 4.440
H 2.835 5.819 3.299
H 3.476 4.525 1.282
H 1.977 2.763 0.417
O 4.263 0.562 -1.591
Cl 3.408 -0.548 -1.329
O 4.050 -1.796 -1.569
O 2.924 -0.488 0.085
O 2.158 -0.439 -2.108

Computed properties:
* orbital gap (alpha / beta): 8.6 / 8.6 eV
* E_LUMO (alpha / beta): 2.7 / 2.7 eV
* total charge: -1
* energy above the lowest of the compared OMol25 structures with the same formula, charge and spin: 0.61 kcal per mole
* spin multiplicity: 3
* E_HOMO (alpha / beta): -0.2168 / -0.2159 hartree

Just the Löwdin charges please, in e? Sure, here they are:
1 Ni 0.768
2 C 0.027
3 C -0.578
4 C 0.014
5 O -0.035
6 C -0.121
7 C -0.137
8 O -0.029
9 C -0.391
10 O -0.220
11 C -0.159
12 C -0.047
13 C -0.085
14 C -0.108
15 C -0.087
16 C -0.027
17 C -0.120
18 C -0.038
19 C -0.075
20 C -0.105
21 C -0.089
22 C -0.023
23 C -0.395
24 O -0.218
25 C -0.117
26 C -0.032
27 C -0.095
28 C -0.107
29 C -0.065
30 C -0.009
31 C -0.133
32 C -0.050
33 C -0.089
34 C -0.113
35 C -0.086
36 C -0.012
37 H 0.091
38 H 0.093
39 H 0.072
40 H 0.089
41 H 0.085
42 H 0.088
43 H 0.157
44 H 0.131
45 H 0.124
46 H 0.095
47 H 0.091
48 H 0.096
49 H 0.116
50 H 0.101
51 H 0.103
52 H 0.093
53 H 0.095
54 H 0.109
55 H 0.106
56 H 0.093
57 H 0.091
58 H 0.099
59 H 0.093
60 H 0.108
61 H 0.094
62 H 0.090
63 H 0.096
64 H 0.108
65 O -0.299
66 Cl 0.719
67 O -0.295
68 O -0.388
69 O -0.360